(1)
The following is a quantum chemistry calculation of a single C5H5N molecule at a distorted geometry, from the Open Molecules 2025 dataset.

**HOMO level**: -9.27 eV
**M**: 79.10 u
**Relative energy (zero: lowest compared OMol25 entry of this formula, charge and spin)**: 641.18 kJ/mol

Last column: natural (NBO) charge in e.
Element x y z (Å)
1 C -0.15946 -1.32146 -1.55579  0.1512
2 C 0.52018 -0.66718 0.74476  -0.4805
3 C -0.65721 1.84185 -0.05832  -0.2375
4 C 0.55152 -1.59168 -0.48322  -0.5513
5 C 0.05275 0.56489 0.12462  0.2605
6 N -0.70021 0.53202 -0.86952  -0.2823
7 H -0.25589 -1.11328 1.38913  0.2633
8 H 1.43024 -0.56610 1.36454  0.2413
9 H -1.54409 1.98547 0.42674  0.1772
10 H -0.37237 2.74108 -0.53969  0.2026
11 H 1.13455 -2.40560 -0.54326  0.2555


(2)
The following is a quantum chemistry calculation of a single C5H5N molecule, from the Open Molecules 2025 dataset.

**HOMO level**: -8.41 eV
**M**: 79.10 u
**Relative energy (zero: lowest compared OMol25 entry of this formula, charge and spin)**: 389.81 kJ/mol

Last column: natural (NBO) charge in e.
Element x y z (Å)
1 C -0.24941 1.31031 0.12834  -0.2624
2 C -1.19993 0.35926 -0.07799  -0.1923
3 C -0.84386 -1.03602 0.02106  0.0498
4 N 0.36455 -1.46024 0.17738  -0.3589
5 C 1.36431 -0.45388 0.13137  -0.3525
6 C 1.16435 0.98522 0.23206  -0.0850
7 H -0.54211 2.35611 0.21616  0.2132
8 H -2.24165 0.61738 -0.25788  0.2192
9 H -1.63968 -1.78239 0.01786  0.1931
10 H 2.35817 -0.84570 0.35351  0.2356
11 H 1.46526 -0.05005 -0.94186  0.3405


(3)
The following is a quantum chemistry calculation of a single C5H5N molecule at a distorted geometry, from the Open Molecules 2025 dataset.

**HOMO level**: -7.88 eV
**M**: 79.10 u
**Relative energy (zero: lowest compared OMol25 entry of this formula, charge and spin)**: 355.96 kJ/mol
**SMILES**: CC=C=C=C=N

Last column: natural (NBO) charge in e.
Element x y z (Å)
1 C 1.04095 0.79069 -0.15329  -0.6233
2 C 0.56480 -0.22707 0.76361  -0.3251
3 C -0.55892 -0.83996 0.52038  0.1974
4 C -1.53503 -1.40241 0.00130  -0.3286
5 C -2.57597 -2.03655 -0.33287  0.4332
6 N -3.58468 -2.60728 -0.69428  -0.6334
7 H 0.36602 0.84113 -1.04899  0.2154
8 H 2.01345 0.54724 -0.68304  0.2184
9 H 1.07735 1.81761 0.27574  0.2204
10 H 1.22376 -0.35042 1.58048  0.2292
11 H -4.51983 -2.26708 -0.71215  0.3964


(4)
The following is a quantum chemistry calculation of a single C5H5N molecule at a distorted geometry, from the Open Molecules 2025 dataset.

**HOMO level**: -10.45 eV
**M**: 79.10 u
**Relative energy (zero: lowest compared OMol25 entry of this formula, charge and spin)**: 203.48 kJ/mol
**SMILES**: C#CCCC#N

Last column: natural (NBO) charge in e.
Element x y z (Å)
1 C -2.38837 0.13851 -1.81731  -0.2190
2 C -1.29252 0.19273 -1.26161  -0.0245
3 C 0.03356 0.22704 -0.67340  -0.4623
4 C 0.00042 -0.10633 0.82666  -0.5013
5 C 1.32991 -0.17558 1.35328  0.2803
6 N 2.45052 -0.31935 1.62572  -0.3123
7 H -3.32621 0.23505 -2.30943  0.2399
8 H 0.42311 1.23225 -0.77163  0.2429
9 H 0.70161 -0.47398 -1.20322  0.2483
10 H -0.55580 0.65249 1.37250  0.2521
11 H -0.49430 -1.06862 0.96596  0.2560


(5)
The following is a quantum chemistry calculation of a gas-phase ion, C5H5N2O2 (charge -1) at a distorted geometry, from the Open Molecules 2025 dataset.

**HOMO level (alpha / beta)**: -2.76 / -3.01 eV
**Total charge**: -1
**M**: 125.11 u
**Relative energy (zero: lowest compared OMol25 entry of this formula, charge and spin)**: 74.32 kJ/mol
**SMILES**: CN([O-])C1=CC=NC1=O

Last column: natural (NBO) charge in e.
Element x y z (Å)
1 C 1.84174 1.15478 0.26688  -0.4287
2 N 1.13548 -0.16767 0.52488  0.1264
3 O 1.84033 -1.13137 0.95610  -0.5863
4 C -0.12532 -0.33022 0.10765  0.0301
5 C -0.85042 -1.48365 -0.08182  -0.4651
6 C -2.07090 -1.08360 -0.52371  0.0771
7 N -2.27759 0.22921 -0.56616  -0.6419
8 C -1.16625 0.77231 -0.09132  0.5783
9 O -1.00716 2.00279 0.03048  -0.6749
10 H 1.11141 1.81736 0.07950  0.2413
11 H 2.53636 1.46346 0.91479  0.1896
12 H 2.40524 0.99349 -0.62735  0.1818
13 H -0.65954 -2.48535 0.12644  0.2094
14 H -2.71337 -1.75153 -1.11636  0.1629


(6)
The following is a quantum chemistry calculation of a single C5H5N3 molecule at a distorted geometry, from the Open Molecules 2025 dataset.

**HOMO level (alpha / beta)**: -9.37 / -9.37 eV
**M**: 107.12 u
**Relative energy (zero: lowest compared OMol25 entry of this formula, charge and spin)**: 500.78 kJ/mol

Last column: natural (NBO) charge in e.
Element x y z (Å)
1 C -2.01658 0.10069 -0.68097  -0.2504
2 C -2.39208 -0.85714 0.02119  -0.2363
3 C -0.32088 0.75281 -0.28087  0.1088
4 N -0.13350 1.91630 -0.22316  -0.3025
5 H -2.30216 0.67421 -1.53823  0.2691
6 H -3.13235 -1.50899 0.42763  0.2615
7 H -0.96890 -1.41816 0.75379  0.3387
8 C 2.65269 0.59397 0.17759  0.0242
9 N 1.90289 -0.32590 -0.24935  -0.4010
10 C 0.58630 -0.46573 0.14172  0.3589
11 N 0.11916 -1.44636 0.74893  -0.5288
12 H 2.34738 1.32551 0.92773  0.1742
13 H 3.65802 0.65880 -0.22601  0.1837


(7)
The following is a quantum chemistry calculation of a single C5H5N3 molecule at a distorted geometry, from the Open Molecules 2025 dataset.

**HOMO level**: -9.78 eV
**M**: 107.12 u
**Relative energy (zero: lowest compared OMol25 entry of this formula, charge and spin)**: 458.76 kJ/mol
**SMILES**: C#CC1(N)C=NN=C1

Last column: natural (NBO) charge in e.
Element x y z (Å)
1 C -0.39970 2.54668 0.11973  -0.2377
2 C -0.26981 1.28290 0.32576  -0.0097
3 C 0.05120 -0.05698 0.15681  -0.1584
4 N 1.48467 0.03349 -0.16899  -0.7710
5 C -0.88971 -0.76103 -0.91783  0.0987
6 N -1.21676 -1.96027 -0.56034  -0.2471
7 N -0.98113 -2.03385 0.82421  -0.2367
8 C -0.31589 -1.04708 1.20070  0.0971
9 H -0.27165 3.75953 0.22193  0.2883
10 H 1.81451 -0.90827 -0.40347  0.3657
11 H 1.68683 0.61693 -1.06049  0.3842
12 H -0.91581 -0.37282 -1.97021  0.2081
13 H 0.22326 -1.09921 2.23219  0.2185


(8)
The following is a quantum chemistry calculation of 2 unconnected molecules or ions with the total composition C5H5N3O at a distorted geometry, from the Open Molecules 2025 dataset.

**HOMO level**: -9.82 eV
**M**: 123.11 u
**Relative energy (zero: lowest compared OMol25 entry of this formula, charge and spin)**: 275.23 kJ/mol

Last column: natural (NBO) charge in e.
Element x y z (Å)
1 C -1.89402 -1.13286 0.36138  0.2311
2 C 1.33405 -1.25561 -0.79384  -0.0884
3 C 2.27913 -0.56112 0.94256  0.3334
4 C 0.42918 -0.50219 -0.13910  0.2131
5 C -1.07689 -0.12833 -0.32641  -0.1007
6 N -2.48286 -1.86995 1.02766  -0.2974
7 N 2.50980 -1.29384 -0.10360  -0.4401
8 N -1.37802 1.17183 0.00210  -0.8282
9 O 1.08211 0.04564 0.96644  -0.4119
10 H 1.26697 -1.78420 -1.73309  0.2265
11 H 2.98176 -0.25421 1.62350  0.1882
12 H -1.54662 -0.07049 -1.74288  0.2128
13 H -2.32969 1.48353 0.09131  0.3886
14 H -0.94622 1.47227 0.92088  0.3730